Record 1
ORCA calculation (ωB97M-V/def2-TZVPD) on C30H59BN8O4RuS2Si4Te as an isolated structure.

The geometry in ORCA input format:
```
! wB97M-V def2-TZVPD RIJCOSX def2/J DEFGRID3
* xyz 1 2
Ru -0.26 1.63 -0.28
N 1.91 -0.89 1.76
C 2.32 -0.76 3.20
C 1.17 -0.20 4.04
C 0.76 1.22 3.66
N -0.01 1.21 2.40
C 2.02 2.11 3.63
C 3.21 1.59 2.84
N 2.94 1.60 1.38
C 3.54 0.16 3.29
H 0.92 -1.04 1.63
H 2.41 -1.64 1.28
H 2.17 0.06 1.30
H 2.58 -1.75 3.58
H 1.51 -0.19 5.08
H 0.30 -0.87 4.00
H 0.13 1.61 4.46
H -0.38 2.14 2.23
H -0.84 0.64 2.52
H 2.34 2.22 4.67
H 1.75 3.11 3.27
H 4.06 2.24 3.05
H 3.79 1.65 0.83
H 2.37 2.38 1.11
H 3.88 0.19 4.33
H 4.37 -0.24 2.69
C 0.10 1.55 -4.45
N 0.36 2.81 -3.79
C -0.08 4.05 -4.20
C 0.43 4.95 -3.34
N 1.19 4.27 -2.41
B 2.32 4.95 -1.57
N 2.08 4.95 0.01
C 3.10 5.50 0.76
C 2.65 5.70 2.01
N 1.35 5.23 2.04
C 0.43 5.44 3.15
C 1.02 4.76 0.80
S -0.51 4.01 0.48
C 1.11 2.96 -2.68
S 1.81 1.68 -1.76
H -0.65 1.70 -5.22
H -0.27 0.82 -3.73
H 1.01 1.16 -4.90
H -0.73 4.18 -5.06
H 0.32 6.02 -3.31
H 2.35 6.10 -1.92
H 3.35 4.35 -1.75
H 4.06 5.73 0.31
H 3.14 6.12 2.88
H 0.87 5.08 4.08
H -0.49 4.90 2.95
H 0.20 6.50 3.25
O -1.71 2.08 -1.87
C -2.92 2.32 -1.83
C -3.83 2.07 -0.76
C -5.19 2.30 -1.01
C -6.12 2.06 -0.05
C -5.73 1.59 1.22
C -4.41 1.37 1.49
C -3.39 1.58 0.51
O -2.18 1.32 0.80
N -7.53 2.30 -0.34
O -7.84 2.68 -1.45
O -8.33 2.09 0.56
H -3.37 2.76 -2.73
H -5.51 2.66 -1.98
H -6.50 1.41 1.96
H -4.09 1.01 2.46
C -1.13 -5.81 -3.09
Si -1.53 -4.03 -2.69
C -1.29 -2.95 -4.19
C -3.28 -3.88 -2.04
Si -0.12 -3.28 -0.97
Te -0.54 -0.78 -0.94
Si 2.16 -3.63 -1.47
C 2.52 -2.92 -3.16
C 3.46 -2.87 -0.33
C 2.39 -5.49 -1.36
Si -0.77 -4.13 1.13
C 0.64 -4.00 2.38
C -2.25 -3.20 1.81
C -1.16 -5.94 0.84
H -1.89 -6.23 -3.75
H -1.10 -6.43 -2.18
H -0.16 -5.90 -3.59
H -1.91 -3.29 -5.03
H -0.25 -2.96 -4.52
H -1.56 -1.91 -3.97
H -4.01 -4.12 -2.81
H -3.47 -2.87 -1.68
H -3.44 -4.57 -1.20
H 2.24 -1.85 -3.19
H 1.96 -3.43 -3.95
H 3.59 -2.99 -3.39
H 3.52 -1.78 -0.44
H 4.43 -3.28 -0.64
H 3.34 -3.14 0.72
H 1.61 -6.03 -1.90
H 2.36 -5.81 -0.31
H 3.36 -5.79 -1.77
H 0.58 -3.08 2.97
H 1.62 -4.05 1.89
H 0.59 -4.84 3.08
H -2.08 -2.12 1.78
H -2.46 -3.49 2.84
H -3.14 -3.40 1.21
H -0.28 -6.45 0.42
H -1.99 -6.06 0.14
H -1.43 -6.45 1.77
*
```

As for the max |F|: 1.9 eV Å⁻¹. The value obtained for the lowest unoccupied orbital energy (spin up / spin down) is -0.103 / -0.157 Ha. The calculated total energy is -115908.8759 eV. For the relative energy (zero: lowest compared OMol25 entry of this formula, charge and spin), the calculation gives 149.1 kJ/mol. The calculation puts the frontier orbital gap (spin up / spin down) at 7.1239 / 5.5099 eV.

Record 2
ORCA calculation (ωB97M-V/def2-TZVPD) on C30H60AuCl2OP2 as an isolated structure.

The geometry in ORCA input format:
```
! wB97M-V def2-TZVPD RIJCOSX def2/J DEFGRID3
* xyz -1 3
Au 0.12 -1.11 -1.00
Cl -0.09 -0.20 -3.24
P -2.31 -1.35 -1.38
C -2.80 -2.23 -2.94
C -3.24 -2.23 -0.03
C -3.12 0.31 -1.60
C -1.79 -3.31 -3.35
H -2.76 -1.42 -3.69
C -4.22 -2.82 -2.92
H -4.26 -3.75 -2.33
H -4.50 -3.06 -3.95
H -4.98 -2.12 -2.54
H -0.87 -2.85 -3.73
H -2.21 -3.94 -4.15
H -1.53 -3.97 -2.51
H -2.61 0.65 -2.52
C -2.75 1.28 -0.48
C -4.63 0.28 -1.83
H -4.89 -0.12 -2.82
H -5.00 1.32 -1.80
H -5.16 -0.28 -1.06
H -1.80 0.99 0.00
H -3.53 1.35 0.29
H -2.59 2.28 -0.90
C -2.66 -3.63 0.21
H -4.27 -2.33 -0.42
C -3.27 -1.41 1.26
H -2.78 -4.29 -0.66
H -3.19 -4.09 1.06
H -1.59 -3.57 0.46
H -2.28 -1.00 1.49
H -3.57 -2.06 2.10
H -3.99 -0.58 1.21
Cl 0.44 -2.40 1.05
H 0.20 -2.64 -1.71
P 2.60 -0.56 -1.20
C 3.04 1.02 -2.08
C 3.66 -0.52 0.32
C 3.31 -1.85 -2.34
C 1.96 2.07 -1.79
H 2.96 0.74 -3.14
C 4.44 1.59 -1.82
H 4.52 2.07 -0.83
H 4.62 2.37 -2.58
H 5.24 0.85 -1.93
H 1.04 1.83 -2.33
H 2.29 3.08 -2.10
H 1.71 2.11 -0.72
H 2.74 -1.65 -3.26
C 2.99 -3.28 -1.87
C 4.80 -1.65 -2.62
H 4.99 -0.75 -3.21
H 5.16 -2.51 -3.20
H 5.39 -1.60 -1.69
H 2.25 -3.32 -1.06
H 3.89 -3.80 -1.53
H 2.56 -3.84 -2.71
C 3.11 0.52 1.31
H 4.65 -0.18 -0.04
C 3.83 -1.88 0.99
H 3.32 1.55 0.98
H 3.57 0.38 2.29
H 2.03 0.41 1.42
H 2.84 -2.31 1.24
H 4.39 -1.74 1.92
H 4.38 -2.60 0.36
C -1.42 4.72 0.20
C -0.19 3.85 0.49
C 1.07 4.66 0.18
C -0.16 3.29 1.91
C -0.03 4.13 3.00
C -0.03 3.61 4.29
C -0.19 2.23 4.49
C -0.33 1.34 3.44
C -0.59 -0.15 3.67
C 0.56 -0.87 4.38
C -1.91 -0.41 4.39
C -0.22 1.85 2.09
O -0.14 1.05 1.10
H -1.45 5.58 0.89
H -2.34 4.14 0.31
H -1.37 5.11 -0.82
H -0.24 2.98 -0.18
H 1.13 5.53 0.86
H 1.96 4.04 0.31
H 1.03 5.03 -0.86
H 0.05 5.21 2.84
H 0.08 4.26 5.16
H -0.21 1.82 5.50
H -0.65 -0.59 2.66
H 0.88 -0.32 5.28
H 0.27 -1.89 4.66
H 1.41 -0.97 3.70
H -2.75 -0.09 3.78
H -2.03 -1.48 4.58
H -1.95 0.11 5.36
*
```

As for the max |F|: 1.3 eV Å⁻¹. The value obtained for the lowest unoccupied orbital energy (spin up / spin down) is 0.097 / 0.061 Ha. The calculated total energy is -81448.2449 eV. For the relative energy (zero: lowest compared OMol25 entry of this formula, charge and spin), the calculation gives 0.0 kJ/mol. The calculation puts the frontier orbital gap (spin up / spin down) at 5.9631 / 4.9659 eV.

Record 3
ORCA calculation (ωB97M-V/def2-TZVPD) on a 6-piece molecular cluster, C30H60F3O11PS overall.

The geometry in ORCA input format:
```
! wB97M-V def2-TZVPD RIJCOSX def2/J DEFGRID3
* xyz 0 1
C 3.72 -1.63 0.32
C 3.16 -0.56 0.36
C 2.38 0.66 0.46
O 2.51 1.48 -0.68
C 1.47 2.37 -0.79
O 1.41 3.19 -1.66
C 0.48 2.10 0.40
C 0.71 3.14 1.47
C 2.17 3.56 1.64
O 2.31 4.82 1.01
C 2.58 3.73 3.11
F 3.03 2.57 3.60
F 1.62 4.20 3.87
F 3.58 4.57 3.20
O -0.80 2.08 -0.24
C -1.83 2.80 0.45
C -3.23 2.66 -0.17
C -3.26 1.93 -1.52
C -4.28 2.10 0.81
C -3.85 0.83 1.54
C -4.81 3.19 1.74
C 0.83 0.61 0.73
C 0.58 0.20 2.19
C 0.21 -1.25 2.49
O 1.08 -2.18 1.83
C 0.61 -3.47 1.86
O 0.62 -4.09 2.89
C 0.13 -4.11 0.58
C 0.90 -5.41 0.29
P 0.16 -0.45 -0.64
S -1.63 -1.21 -0.37
H 4.34 -2.47 0.41
H 2.78 1.10 1.37
H 0.35 2.78 2.43
H 0.17 4.06 1.31
H 2.90 2.90 1.17
H 3.06 4.73 0.42
H -1.58 3.86 0.38
H -1.86 2.59 1.52
H -3.58 3.67 -0.38
H -2.33 2.01 -2.08
H -4.02 2.43 -2.12
H -3.60 0.91 -1.43
H -5.12 1.81 0.17
H -4.10 -0.05 0.97
H -4.42 0.74 2.46
H -2.80 0.79 1.81
H -5.56 3.76 1.18
H -4.04 3.90 2.04
H -5.33 2.79 2.59
H -0.27 0.79 2.54
H 1.41 0.46 2.84
H 0.35 -1.39 3.56
H -0.84 -1.43 2.31
H -0.93 -4.30 0.67
H 0.35 -3.43 -0.22
H 1.05 -5.45 -0.79
H 0.32 -6.29 0.54
H 1.88 -5.43 0.74
H 0.12 0.27 -1.84
H 1.02 -1.53 -0.90
C -2.14 -5.82 5.75
C -1.54 -6.97 4.95
O -1.46 -6.65 3.57
H -3.13 -5.58 5.37
H -2.21 -6.07 6.81
H -1.52 -4.92 5.64
H -2.17 -7.86 5.04
H -0.54 -7.21 5.33
H -0.89 -5.88 3.48
C 2.98 1.92 -5.05
C 1.98 0.83 -5.38
O 0.88 0.85 -4.48
H 3.35 1.80 -4.03
H 3.83 1.90 -5.74
H 2.52 2.91 -5.11
H 2.45 -0.15 -5.30
H 1.61 0.95 -6.41
H 0.46 1.71 -4.55
C 6.63 3.80 -2.14
C 6.20 3.64 -0.69
O 4.88 4.16 -0.49
H 6.61 4.85 -2.43
H 7.64 3.42 -2.29
H 5.95 3.26 -2.80
H 6.87 4.20 -0.03
H 6.22 2.59 -0.40
H 4.29 3.66 -1.07
C 3.63 -2.77 -3.46
C 2.70 -3.94 -3.74
O 1.62 -3.96 -2.82
H 4.01 -2.82 -2.44
H 4.47 -2.76 -4.15
H 3.09 -1.82 -3.55
H 3.22 -4.90 -3.64
H 2.32 -3.87 -4.76
H 1.18 -3.11 -2.91
C -8.26 -0.67 -1.64
C -6.94 -0.05 -1.22
O -7.10 0.79 -0.08
H -8.99 0.11 -1.86
H -8.14 -1.30 -2.52
H -8.68 -1.28 -0.83
H -6.54 0.57 -2.02
H -6.21 -0.84 -0.99
H -7.44 0.25 0.64
*
```

As for the max |F|: 2.4 eV Å⁻¹. The value obtained for the lowest unoccupied orbital energy is 0.019 Ha. The calculated total energy is -82878.3740 eV. Its SMILES is C#C[C@H]1OC(=O)[C@@](C[C@@H](O)C(F)(F)F)(OC[C@@H](C)C(C)C)[C@@]1(CCOC(=O)CC)[PH2]=S.CCO.CCO.CCO.CCO.CCO. The calculation puts the frontier orbital gap at 8.9470 eV.

Record 4
ORCA calculation (ωB97M-V/def2-TZVPD) on a 8-piece molecular cluster, C30H60NO32PS7 overall.

The geometry in ORCA input format:
```
! wB97M-V def2-TZVPD RIJCOSX def2/J DEFGRID3
* xyz 0 1
C 5.42 -3.12 -2.28
C 4.56 -3.84 -1.24
C 3.26 -3.11 -0.95
O 2.29 -3.45 -1.92
C 1.32 -2.45 -2.16
C 1.01 -2.31 -3.68
C 1.27 -0.86 -4.15
C 2.76 -0.45 -4.28
C 3.22 0.60 -3.27
O 3.11 1.90 -3.88
C 1.81 -3.44 -4.35
O 2.92 -3.51 -4.74
O 0.94 -4.53 -4.48
C -0.22 -3.91 -5.07
P 0.36 -3.49 -6.81
N 0.68 -1.97 -7.07
C -0.43 -2.69 -4.15
C -1.52 -2.94 -3.08
C -1.75 -1.65 -2.26
C -2.86 -3.31 -3.75
C -4.08 -3.31 -2.81
C -5.03 -2.12 -3.03
H 6.31 -3.71 -2.48
H 4.90 -2.99 -3.23
H 5.76 -2.15 -1.92
H 4.37 -4.87 -1.57
H 5.16 -3.88 -0.33
H 3.48 -2.03 -0.94
H 2.92 -3.41 0.05
H 1.65 -1.48 -1.80
H 0.43 -2.71 -1.58
H 0.82 -0.21 -3.39
H 0.76 -0.63 -5.08
H 3.43 -1.31 -4.25
H 2.88 0.01 -5.26
H 4.26 0.40 -2.98
H 2.58 0.61 -2.39
H 3.83 2.44 -3.55
H -1.06 -4.58 -5.21
H -0.63 -3.95 -7.71
H 1.49 -4.31 -6.96
H 0.11 -1.61 -7.83
H -0.93 -1.98 -4.82
H -1.22 -3.70 -2.36
H -2.32 -1.84 -1.35
H -0.82 -1.12 -2.04
H -2.37 -0.97 -2.85
H -3.04 -2.56 -4.52
H -2.77 -4.29 -4.22
H -4.68 -4.21 -3.01
H -3.80 -3.37 -1.75
H -6.02 -2.36 -2.63
H -4.66 -1.21 -2.56
H -5.16 -1.98 -4.11
O 0.65 -0.43 1.71
S 0.39 0.52 0.69
O 1.17 0.58 -0.49
O 0.34 1.96 1.36
C -0.93 2.60 1.10
C -1.90 1.45 0.97
O -1.14 0.42 0.28
H -0.84 3.16 0.17
H -1.19 3.27 1.91
H -2.79 1.71 0.41
H -2.19 1.05 1.95
O -4.41 5.77 1.52
S -4.55 4.56 0.80
O -4.17 3.32 1.37
O -3.79 4.74 -0.61
C -4.70 4.48 -1.69
C -6.06 4.87 -1.14
O -6.03 4.43 0.23
H -4.66 3.42 -1.93
H -4.41 5.07 -2.56
H -6.88 4.39 -1.66
H -6.20 5.96 -1.14
O 6.64 -5.73 4.13
S 7.58 -6.15 3.15
O 8.98 -6.09 3.40
O 7.27 -5.38 1.79
C 7.03 -6.33 0.73
C 6.47 -7.55 1.43
O 7.22 -7.62 2.66
H 7.99 -6.55 0.25
H 6.34 -5.91 0.00
H 6.60 -8.46 0.86
H 5.42 -7.42 1.68
O -8.69 3.24 3.55
S -8.92 4.21 2.55
O -8.11 4.28 1.38
O -8.97 5.65 3.24
C -10.21 6.30 2.96
C -11.20 5.16 2.79
O -10.46 4.16 2.10
H -10.11 6.88 2.04
H -10.48 6.97 3.78
H -12.08 5.45 2.21
H -11.52 4.76 3.76
O -3.74 -0.98 6.37
S -2.96 -0.87 5.19
O -3.56 -0.63 3.93
O -2.02 -2.16 5.09
C -0.64 -1.75 5.02
C -0.59 -0.44 5.77
O -1.81 0.22 5.41
H -0.38 -1.62 3.97
H 0.00 -2.51 5.46
H 0.26 0.17 5.48
H -0.58 -0.59 6.85
O 8.26 0.11 4.26
S 8.55 -0.65 5.42
O 8.33 -0.14 6.72
O 10.05 -1.19 5.30
C 10.08 -2.62 5.38
C 8.75 -3.06 4.82
O 7.82 -2.07 5.31
H 10.19 -2.90 6.43
H 10.92 -3.01 4.82
H 8.46 -4.05 5.16
H 8.74 -3.02 3.73
O -2.48 7.23 1.47
S -2.85 8.51 1.00
O -4.04 8.71 0.25
O -1.62 9.14 0.19
C -1.24 10.40 0.75
C -1.61 10.29 2.22
O -2.85 9.56 2.21
H -1.81 11.19 0.26
H -0.18 10.57 0.60
H -1.75 11.25 2.69
H -0.87 9.71 2.77
*
```

As for the max |F|: 1.6 eV Å⁻¹. The value obtained for the lowest unoccupied orbital energy is 0.016 Ha. The calculated total energy is -184219.6593 eV. Its SMILES is CCCOC[C@@]1(CCCO)C(=O)O[C@H]([PH2]=N)[C@H]1[C@@H](C)CCC.O=S1(=O)OCCO1.O=S1(=O)OCCO1.O=S1(=O)OCCO1.O=S1(=O)OCCO1.O=S1(=O)OCCO1.O=S1(=O)OCCO1.O=S1(=O)OCCO1. The calculation puts the frontier orbital gap at 8.9668 eV.